DFT (wB97M-V/def2-TZVPD) results for a molecular structure, C7H11BiI2N2OS.

HOMO level (alpha / beta), Ha: 0.0787 / 0.0789
Orbital gap (alpha / beta), Ha: 0.087 / 0.086

```
! wB97M-V def2-TZVPD RIJCOSX def2/J DEFGRID3
* xyz -2 1
C -0.6029 5.4157 -0.2663
I 1.0046 3.9710 0.2126
H -1.5008 5.2629 0.3622
H -0.8264 5.3357 -1.3292
H -0.1325 6.3771 -0.0741
C -0.7949 -2.7074 -1.1886
C 0.1763 -1.1801 0.1674
N 0.3609 -2.3773 -0.4857
H -2.7414 -1.6526 -1.1866
I 0.1912 -2.2983 3.1378
N -1.1327 -0.8643 -0.0210
H -0.8450 -3.5972 -1.8105
Bi 1.3382 0.0304 1.6975
C 2.0448 1.6072 -0.1133
O 2.7855 1.5019 -1.0024
C -1.7186 -1.7765 -0.8859
C -1.8583 0.1764 0.6743
H -2.5637 -0.2295 1.4043
H -2.4237 0.7793 -0.0377
H -1.1690 0.8356 1.2006
C 1.4882 -3.2763 -0.4421
H 1.7410 -3.6524 -1.4500
H 1.2765 -4.1765 0.1554
H 2.3539 -2.7652 -0.0150
S 3.5487 -0.7396 1.2965
*
```


DFT (wB97M-V/def2-TZVPD) results for a molecular structure, C7H11Cl.

HOMO level, Ha: -0.3217
Energy relative to the best compared isomer or geometry (same formula, charge and spin), eV: 4.513
Orbital gap, Ha: 0.348

```
! wB97M-V def2-TZVPD RIJCOSX def2/J DEFGRID3
* xyz 0 1
C 2.3109 -0.4000 -0.1691
C 1.3025 -0.8896 0.7189
C 0.0218 -0.5935 0.3721
C -1.1973 -1.0395 1.2068
C -0.4003 0.4913 -0.6538
C -1.0775 1.7451 0.0115
C -0.6037 0.2511 -1.9815
H 2.0630 1.0205 -0.1372
H 3.4003 -0.7137 0.4463
H 2.3535 -1.0100 -1.3066
H -0.9972 -1.9098 1.8415
H -1.5911 -0.3080 2.0477
H -2.1184 -1.4008 0.6911
H -1.1051 2.6295 -0.8150
H -0.5953 2.3636 0.7747
H -2.2305 1.5628 0.3065
H -0.0710 -0.6344 -2.6206
H -1.1496 0.9424 -2.6209
Cl 1.6850 -2.1071 1.8876
*
```


DFT (wB97M-V/def2-TZVPD) results for a molecular structure, C7H11Cl10NO.

HOMO level, Ha: -0.3493
Orbital gap, Ha: 0.351

```
! wB97M-V def2-TZVPD RIJCOSX def2/J DEFGRID3
* xyz 0 1
Cl -22.8321 -2.1205 -3.0067
C -23.6446 -1.6977 -1.4697
C -25.0657 -2.1439 -1.4998
Cl -26.0138 -1.3076 -0.2178
H -23.7337 -0.6120 -1.5056
H -23.0403 -2.0704 -0.6427
H -25.0840 -3.2072 -1.2607
H -25.5617 -2.0495 -2.4658
C -25.0029 -5.9516 -4.4832
O -26.1093 -6.2817 -4.0450
N -24.7547 -4.8109 -5.1427
C -25.7666 -3.7124 -5.2119
C -23.4499 -4.6591 -5.8648
H -24.1411 -6.6113 -4.2979
H -25.2194 -2.7733 -5.1300
H -26.6303 -3.6872 -4.5474
H -26.1928 -3.5263 -6.1978
H -22.8225 -5.5460 -5.7766
H -23.5583 -4.4967 -6.9372
H -22.7864 -3.8989 -5.4526
C -22.7472 2.5521 0.5987
Cl -22.2491 3.5491 -0.8235
Cl -21.4724 1.6645 1.3984
Cl -23.5504 3.7091 1.7896
Cl -24.0627 1.4790 0.1835
C -23.6913 -5.9708 0.3752
Cl -24.8805 -5.2218 1.3879
Cl -22.4575 -4.8978 -0.2121
Cl -22.9175 -7.3089 1.2302
Cl -24.4719 -6.5133 -1.0886
*
```


DFT (wB97M-V/def2-TZVPD) results for 2 unconnected molecules or ions with the total composition C7H11F4NO2.

HOMO level, Ha: -0.3558
Energy relative to the best compared isomer or geometry (same formula, charge and spin), eV: 2.002
Orbital gap, Ha: 0.346

```
! wB97M-V def2-TZVPD RIJCOSX def2/J DEFGRID3
* xyz 0 1
C 2.7312 -0.0489 0.5406
C -2.0419 -0.3514 -1.3515
C -0.9916 -1.7890 0.3918
C -2.4000 0.1521 1.1793
C -0.0810 1.7275 0.1425
C -1.4284 -0.3930 0.0604
C 3.3709 0.0269 -0.7909
N -0.2340 0.4011 0.2510
O 0.9718 2.2967 0.1510
O 2.9977 0.8778 1.3219
F -1.2454 2.3855 -0.1513
F 4.2024 -0.9933 -1.0653
F 4.1444 1.1924 -0.8666
F 2.4920 0.0620 -1.8108
H -2.7258 0.3837 -1.4273
H -1.2253 -0.2032 -2.0222
H -2.3983 -1.2225 -1.7144
H -0.9361 -2.0266 1.3956
H 0.1777 -1.9574 0.0801
H -1.5633 -2.6709 -0.0749
H -2.9618 1.1074 0.7746
H -3.2064 -0.6492 1.3389
H -1.6707 0.2801 2.0342
H 0.5010 -0.0841 0.7611
H 3.5208 1.4961 0.8520
*
```